No. 1
{"formula": "C3H7NO", "method": "ωB97M-V/def2-TZVPD", "total_charge": 0, "orbital_gap_ev": 10.86, "multiplicity": 1, "fmax_ev_per_a": 4.8, "lumo_ev": 1.224, "relative_energy_kj_mol": 476.49, "species": ["C", "C", "C", "N", "O", "H", "H", "H", "H", "H", "H", "H"], "positions_angstrom": [[-0.30333, -0.42104, -0.25507], [0.11921, -1.85149, -0.52181], [0.23319, 1.67902, 0.67335], [0.60950, 0.60909, -0.15932], [-0.28450, 0.49179, -1.28804], [-1.52894, -0.23176, 0.53529], [0.56509, -1.82628, -1.45788], [-0.76132, -2.48032, -0.31798], [0.91852, -1.98868, 0.19726], [-0.11190, 2.57664, 0.07590], [-0.61919, 1.37670, 1.36752], [1.16367, 2.06632, 1.15078]], "forces_ev_per_a": [[-4.4324, -0.5065, 1.7735], [-1.1755, 1.4452, 2.6169], [-0.7647, 2.6057, 1.1099], [1.5557, -0.4052, 0.0544], [-0.7731, 0.1233, -1.2320], [3.7813, -0.8126, -2.1859], [0.4150, -0.5867, -2.0062], [0.7642, -0.1801, -0.5728], [0.0279, -0.6686, 0.2813], [0.2029, -1.1636, 0.3881], [1.2771, 0.6637, -0.5039], [-0.8785, -0.5145, 0.2766]]}

=====

No. 2
{"formula": "C4H11NO", "method": "ωB97M-V/def2-TZVPD", "total_charge": 0, "orbital_gap_ev": 4.88, "multiplicity": 1, "fmax_ev_per_a": 1.8, "lumo_ev": -2.880, "relative_energy_kj_mol": 998.43, "species": ["C", "N", "C", "C", "C", "O", "H", "H", "H", "H", "H", "H", "H", "H", "H", "H", "H"], "positions_angstrom": [[-2.22578, 0.51139, -0.70266], [-1.62749, -0.07271, 0.43495], [-0.49595, 0.58618, 0.85314], [0.50299, -1.68754, -0.66949], [1.42140, -0.77882, -0.39364], [2.83474, 0.66830, 0.83126], [-3.20569, 0.07340, -0.88108], [-2.27173, 1.60212, -0.63092], [-1.57360, 0.32767, -1.58243], [0.16313, 1.11828, 0.14628], [0.25771, -0.11222, 1.30684], [-0.65189, 1.26447, 1.71290], [-0.51574, -1.50945, -0.20603], [0.59634, -2.40394, -1.47348], [1.83147, -0.02119, -1.07100], [1.87304, -0.66686, 0.66823], [3.08705, 1.10093, 1.65712]], "forces_ev_per_a": [[0.2144, -0.3930, -0.5118], [-0.0430, -0.0061, 0.9133], [1.4223, -0.5002, 0.4527], [0.2258, 1.0654, -0.8387], [-0.9776, -0.5630, -0.5022], [-0.3039, -0.2536, 0.1580], [0.0026, 0.1156, -0.1172], [-0.0748, 0.0883, 0.0583], [-0.0374, -0.0462, -0.1464], [-0.6509, 0.4518, -0.4232], [-0.6110, 0.0010, 0.0751], [-0.1117, -0.1029, -0.1113], [-0.1314, -0.5489, 0.6513], [-0.4552, -0.0146, -0.3079], [1.0318, -0.8379, 0.1907], [0.4562, 1.7239, 0.3877], [0.0439, -0.1798, 0.0715]]}

=====

No. 3
{"formula": "C10H14BIN6Pd", "method": "ωB97M-V/def2-TZVPD", "total_charge": 4, "orbital_gap_ev": [7.41, 4.88], "multiplicity": 5, "fmax_ev_per_a": 8.4, "lumo_ev": [-15.891, -18.147], "relative_energy_kj_mol": 53.68, "species": ["C", "N", "N", "C", "C", "B", "N", "N", "C", "C", "C", "Pd", "N", "N", "C", "C", "C", "H", "H", "H", "H", "H", "H", "H", "H", "H", "H", "H", "C", "H", "H", "H", "I"], "positions_angstrom": [[3.00234, -0.73149, -0.13672], [1.68042, -0.60197, -0.37219], [1.47869, 0.24254, -1.43966], [2.71161, 0.65259, -1.85709], [3.68605, 0.06455, -1.06331], [0.15647, 0.40220, -2.31504], [-0.81136, -0.80043, -1.99940], [-0.76486, -1.59328, -0.87057], [-1.43227, -2.74106, -1.11752], [-1.98964, -2.66614, -2.39858], [-1.55380, -1.46302, -2.93295], [0.20446, -1.20718, 0.93899], [-0.39530, 1.89543, -2.50098], [-1.59322, 2.42521, -1.99206], [-1.65940, 3.69880, -2.41126], [-0.56390, 4.00605, -3.26271], [0.18153, 2.82796, -3.32063], [-2.44440, 4.39993, -2.14242], [1.05471, 2.58066, -3.92159], [-0.36101, 4.94150, -3.75509], [0.56546, 0.12896, -3.44187], [-1.70947, -1.03250, -3.91600], [2.82226, 1.30036, -2.71515], [-2.62912, -3.40259, -2.85558], [4.74950, 0.18138, -1.14656], [-1.46919, -3.55535, -0.40927], [3.38734, -1.33588, 0.67049], [-1.58853, -1.08224, 1.16890], [-1.31506, -1.67452, 2.08844], [-1.86114, -2.61414, 1.98053], [-0.21289, -1.99028, 2.23097], [-1.54382, -1.07698, 2.96350], [0.84545, 0.75332, 2.57436]], "forces_ev_per_a": [[-2.9352, -0.4703, 0.3215], [2.3359, -0.7646, 1.9850], [2.7172, 1.3496, -1.3769], [-3.9678, 0.4626, -0.8663], [1.7595, -0.2897, 0.4193], [0.2001, 0.5661, -2.0645], [-1.4171, -0.6855, -2.1732], [-1.5462, -4.0377, 0.0852], [1.5325, 1.9453, 1.4447], [-1.0615, -1.8218, -0.0706], [1.9308, 3.7435, 0.3928], [5.6423, 4.0999, -4.6267], [1.2197, 0.6302, -1.1999], [-0.0912, 1.7119, 0.1012], [0.1185, -1.0738, 0.3043], [-1.3279, 0.9844, 0.5430], [0.5526, -3.4896, 0.9648], [-0.1153, -0.4563, 0.0812], [-0.2001, 0.2193, 0.0806], [0.0701, 0.1540, -0.1707], [-0.1898, 0.2271, 0.6803], [-0.0302, -0.1065, -0.0137], [0.1180, -0.0484, -0.0085], [-0.1557, -0.1508, -0.2615], [0.4386, 0.1015, -0.0676], [-0.1234, 0.0103, 0.0939], [0.0480, -0.0813, 0.0387], [-1.4635, 0.0286, 1.1769], [-2.7268, -0.5360, 1.1303], [-0.0149, 0.0423, 0.2940], [-1.2440, -1.6408, 2.2751], [-0.2461, -0.3105, 0.1478], [0.1727, -0.3131, 0.3395]]}

=====

No. 4
{"formula": "C3H4BrNO", "method": "ωB97M-V/def2-TZVPD", "total_charge": 0, "orbital_gap_ev": 10.36, "multiplicity": 1, "fmax_ev_per_a": 1.0, "lumo_ev": 0.617, "smiles": "O=CC/C=N/Br", "relative_energy_kj_mol": 135.51, "species": ["C", "C", "C", "N", "O", "Br", "H", "H", "H", "H"], "positions_angstrom": [[0.06839, -0.82914, -0.09489], [-0.69674, 0.36546, -0.56323], [0.83458, -0.49408, 1.17163], [-0.03955, 1.31021, -1.07269], [0.86501, 0.57750, 1.69265], [-0.87253, 2.85847, -1.60904], [-0.58943, -1.67710, 0.10109], [-1.77297, 0.37798, -0.36881], [1.38812, -1.36202, 1.57932], [0.81513, -1.12726, -0.83604]], "forces_ev_per_a": [[0.1414, 0.3022, 0.0164], [-0.6060, 0.2753, -0.0321], [0.0311, -0.6536, -0.0908], [0.8306, -0.5050, -0.1637], [0.0204, 0.2826, 0.2465], [-0.5248, 0.1831, 0.0241], [0.0581, -0.0654, -0.0173], [0.0290, 0.1879, -0.1076], [0.0797, 0.0535, 0.1295], [-0.0595, -0.0607, -0.0051]]}

=====

No. 5
{"formula": "C9H25NO4", "method": "ωB97M-V/def2-TZVPD", "total_charge": 0, "orbital_gap_ev": 9.12, "multiplicity": 1, "fmax_ev_per_a": 2.9, "lumo_ev": 0.617, "smiles": "CC1(C)CCCC(C)(C)N1O.O.O.O", "relative_energy_kj_mol": 0.00, "species": ["C", "C", "C", "C", "C", "C", "N", "O", "C", "C", "C", "H", "H", "H", "H", "H", "H", "H", "H", "H", "H", "H", "H", "H", "H", "H", "H", "H", "H", "H", "O", "H", "H", "O", "H", "H", "O", "H", "H"], "positions_angstrom": [[-0.11929, -2.19714, 0.98186], [-1.03773, -1.05434, 0.41950], [-1.73117, -0.36482, 1.66002], [-2.44712, 0.93726, 1.24246], [-1.45358, 1.89142, 0.55622], [-0.69380, 1.20877, -0.58721], [-0.15449, -0.11055, -0.28847], [0.55262, -0.69637, -1.35795], [-1.51449, 1.13931, -1.82168], [0.53843, 2.09785, -0.88907], [-2.16003, -1.73603, -0.44214], [0.53917, -2.67910, 0.19626], [-0.66270, -2.99095, 1.45945], [0.56384, -1.71139, 1.74428], [-2.50236, -0.98883, 2.16551], [-0.90142, -0.22700, 2.44796], [-2.96110, 1.50316, 2.03967], [-3.23891, 0.68732, 0.53668], [-0.68614, 2.16948, 1.27642], [-1.85551, 2.83598, 0.18428], [-1.13069, 0.37776, -2.53703], [-2.52965, 0.80816, -1.69076], [-1.55874, 2.14025, -2.33160], [0.17442, 3.12284, -0.92313], [1.25055, 1.98941, -0.09255], [1.08829, 1.91726, -1.84903], [-1.80171, -2.14615, -1.38123], [-2.88189, -1.01331, -0.73836], [-2.51812, -2.54128, 0.25220], [1.48635, -0.63740, -1.11292], [3.52827, 0.51460, -0.98910], [3.58336, 1.20013, -1.64174], [3.07105, 0.85093, -0.21052], [2.43208, 0.18193, 1.45334], [1.56919, -0.14591, 1.20465], [3.08360, -0.51516, 1.58584], [4.25083, -1.89231, 0.17513], [4.40519, -1.18877, -0.46932], [4.42339, -2.73703, -0.22791]], "forces_ev_per_a": [[1.4761, 1.1417, -0.4591], [-0.3040, -1.8094, 0.0152], [0.8830, 0.5231, 0.5853], [0.3746, 0.7958, -0.2395], [0.7024, -1.1446, 0.4995], [1.4163, 0.5216, -1.3989], [0.0475, -0.1442, 2.8918], [-0.7003, 0.0229, -0.1849], [-0.7266, 0.3617, -2.4611], [-0.1324, 0.2126, -0.8547], [1.2195, -0.4267, 1.1754], [-0.8557, 0.7141, 0.7231], [-0.4522, -0.2179, 0.3146], [-0.6673, -0.8052, -0.6859], [0.7070, -0.1644, -0.6647], [-1.2387, 0.2844, -1.0839], [0.3588, -0.5927, 0.0672], [-0.0915, -0.1190, -0.0790], [0.0268, 0.0840, 0.3785], [-0.3239, -0.2483, -0.0758], [0.2012, 0.7824, 0.3516], [-0.6272, 0.1231, 0.4732], [0.0146, -0.9121, 0.3300], [0.2046, 0.2356, 0.0065], [0.3007, 0.1294, 0.5424], [-0.8135, -0.2066, 0.6845], [0.4019, -0.3348, 0.0981], [-1.0382, 0.3183, 0.1857], [-0.3208, 0.6802, -1.0843], [0.0505, 0.1279, 0.0745], [0.2539, -0.7174, -0.2708], [-0.0098, 0.5573, -0.3593], [-0.0956, 0.0445, 0.4763], [0.6680, 1.1410, 0.3749], [-0.4041, -0.5343, -0.2325], [-0.3996, -0.4344, -0.2390], [-0.1127, 0.3247, 0.5860], [-0.1339, -0.0638, -0.1371], [0.1409, -0.2506, -0.3240]]}

=====

No. 6
{"formula": "C8H13FIN2", "method": "ωB97M-V/def2-TZVPD", "total_charge": 1, "orbital_gap_ev": 6.38, "multiplicity": 1, "fmax_ev_per_a": 5.1, "lumo_ev": -5.472, "smiles": "C=CC[C@]1(F)C=[N+](I)[C@H](CN)C1", "species": ["C", "C", "C", "C", "F", "C", "N", "I", "C", "C", "N", "C", "H", "H", "H", "H", "H", "H", "H", "H", "H", "H", "H", "H", "H"], "positions_angstrom": [[-2.08349, -3.38696, -1.87633], [-1.89312, -1.91696, -2.00825], [-0.40714, -1.15003, -1.97176], [-0.41282, -0.23742, -0.60973], [-1.35772, -0.98399, 0.26083], [-0.71919, 1.38191, -0.89593], [-0.16329, 2.13862, 0.14365], [-0.17917, 4.22965, 0.30028], [0.46524, 1.21735, 1.16581], [1.42085, 1.82278, 2.35288], [2.32868, 0.73181, 2.95031], [1.03823, 0.03765, 0.17366], [-1.34905, -4.04561, -1.24701], [-3.01339, -3.93093, -2.36253], [-2.82309, -1.20446, -2.11599], [0.42420, -1.97289, -1.94135], [-0.28388, -0.48872, -2.93878], [-1.29129, 1.85512, -1.80200], [-0.49266, 0.87669, 1.79068], [2.00113, 2.79268, 2.04887], [0.68737, 2.12128, 3.24636], [1.71363, -0.13071, 3.04459], [2.99760, 0.47543, 2.18500], [1.60345, -0.88447, 0.62123], [1.78891, 0.65218, -0.51448]], "forces_ev_per_a": [[0.3448, 3.7777, -0.2680], [-0.1154, -3.3315, -0.0444], [-1.4783, -0.5606, 0.7144], [1.4210, -0.6643, -0.8429], [2.2212, 2.8625, -1.1429], [0.7694, 1.2561, 3.3762], [-1.8579, -2.8072, -3.8366], [-0.0532, -1.0724, -0.1586], [-0.5446, -1.0693, 2.0357], [-0.7141, 0.3169, 0.9226], [-1.4832, 0.0682, -2.2761], [-0.8892, 1.1361, -0.0465], [-1.0369, 1.3393, -1.9375], [1.7652, 1.5111, 1.6396], [1.9808, -1.6723, -0.4787], [-1.4998, 1.7459, 0.0839], [-0.2263, -1.3495, 1.9583], [1.2453, -0.8631, 1.9372], [2.0964, 0.1534, -1.5123], [-0.8231, -2.0803, 0.4673], [1.6019, -0.4434, -2.1073], [1.0122, 1.3529, 0.1163], [-0.5312, 0.2491, 1.0381], [-1.5714, 1.7838, -0.7050], [-1.6337, -1.6393, 1.0672]]}